<w>
DFT (ωB97M-V/def2-TZVPD) results for one molecule with the formula C3H3IO2.

E_HOMO: -0.328 Eh
E_LUMO: 0.0 eV
Orbital gap: 8.9 eV
SMILES string: IC1=CCOO1

The geometry in XYZ format:
```
9
C3H3IO2 ωB97M-V/def2-TZVPD
O -2.247 1.375 0.096
I -3.884 -0.279 -1.502
C -0.081 0.544 0.429
H -0.749 -1.418 -0.825
H 0.265 -0.056 1.207
C -2.012 0.303 -0.620
C -0.844 -0.342 -0.550
H 0.850 0.946 0.125
O -0.919 1.666 0.617
```

Here are the natural (NBO) charges for atoms 1 to 6, given in e: atom 1 (O): -0.25, atom 2 (I): 0.16, atom 3 (C): -0.10, atom 4 (H): 0.26, atom 5 (H): 0.17, atom 6 (C): 0.20

***

<x>
DFT (ωB97M-V/def2-TZVPD) results for one molecule with the formula C3H3IO2.

E_HOMO: -0.358 Eh
E_LUMO: -0.2 eV
Orbital gap: 9.5 eV
SMILES string: C#C[C@@H](I)OO

The geometry in XYZ format:
```
9
C3H3IO2 ωB97M-V/def2-TZVPD
O -0.823 -1.388 -0.366
C -1.148 -0.207 0.307
O 0.519 -1.798 -0.097
C 0.176 2.037 -0.326
H 0.795 2.780 -0.739
I -3.314 0.016 -0.005
C -0.461 1.035 -0.092
H 0.783 -1.844 -0.985
H -1.342 -0.185 1.416
```

Here are the natural (NBO) charges for atoms 1 to 6, given in e: atom 1 (O): -0.30, atom 2 (C): -0.06, atom 3 (O): -0.42, atom 4 (C): -0.18, atom 5 (H): 0.24, atom 6 (I): 0.10

***

<y>
DFT (ωB97M-V/def2-TZVPD) results for one molecule with the formula C3H3IO2.

E_HOMO: -0.366 Eh
E_LUMO: 0.1 eV
Orbital gap: 10.0 eV
SMILES string: O=C1OC[C@@H]1I

The geometry in XYZ format:
```
9
C3H3IO2 ωB97M-V/def2-TZVPD
H 0.031 1.256 1.049
O -0.910 -0.604 -0.986
C 0.222 0.329 -1.037
I 1.954 -0.686 1.577
H 0.086 1.370 -1.244
C 0.302 0.222 0.606
O -1.769 -1.108 1.079
H 1.036 -0.111 -1.425
C -0.952 -0.668 0.381
```

Here are the natural (NBO) charges for atoms 1 to 6, given in e: atom 1 (H): 0.25, atom 2 (O): -0.49, atom 3 (C): -0.07, atom 4 (I): 0.16, atom 5 (H): 0.20, atom 6 (C): -0.51

***

<z>
DFT (ωB97M-V/def2-TZVPD) results for a 2-piece molecular cluster, C3H3IO2 overall.

E_HOMO (alpha / beta): -0.341 / -0.341 Eh
E_LUMO (alpha / beta): -0.6 / -0.6 eV
Orbital gap (alpha / beta): 8.7 / 8.7 eV

The geometry in XYZ format:
```
9
C3H3IO2 ωB97M-V/def2-TZVPD
C 0.082 -1.575 1.030
C -0.242 1.213 -0.120
I -0.143 1.904 1.813
C 0.015 -1.352 -0.177
H 0.079 -1.425 2.004
O 0.741 1.361 -0.883
H 0.062 -1.548 -1.198
H -1.174 0.569 -0.337
O 0.579 0.853 -2.133
```

Here are the natural (NBO) charges for atoms 1 to 6, given in e: atom 1 (C): -0.19, atom 2 (C): 0.13, atom 3 (I): 0.22, atom 4 (C): -0.25, atom 5 (H): 0.21, atom 6 (O): -0.14

***

Ranking the structures above by stability puts <y> first and <z> last.